1.
Here is a cluster of 2 separate species, C2H9N2S2 in total in a non-equilibrium geometry from the Open Molecules 2025 dataset. Energies are from ωB97M-V/def2-TZVPD.

Calculated values
- Charge: +1
- ΔE to the lowest compared entry with this formula, charge and spin: 31.18 kcal per mole
- E_HOMO: -13.34 eV

```
15
C2H9N2S2, DFT ωB97M-V/def2-TZVPD
H -1.8172 -0.9499 -0.7626
N 0.1300 -0.2670 1.3508
H -1.8612 0.8666 -0.3376
S 2.9926 -0.5948 0.3192
H -0.5662 -1.9793 -0.7432
C 0.1520 0.4462 0.2375
H -0.7151 2.1418 -0.7586
H -1.3116 1.7936 0.9217
S 1.5921 0.6782 -0.6440
C -1.0054 1.3652 0.0330
N -0.8915 -1.0800 -1.1204
H -0.9360 -1.2069 -2.1595
H -0.7281 -0.2607 1.9850
H 4.0941 0.1089 0.0868
H 0.8717 -1.0618 1.5918
```


2.
Here is a structure of composition C46H48HfN4O2P2 in a non-equilibrium geometry from the Open Molecules 2025 dataset. Energies are from ωB97M-V/def2-TZVPD.

Calculated values
- Charge: +2
- E_HOMO: -13.44 eV

```
103
C46H48HfN4O2P2, DFT ωB97M-V/def2-TZVPD
H 1.5933 3.7829 3.6388
H -4.7078 -4.1137 -2.2018
O -0.9358 -0.1545 1.9988
P -1.5408 -0.5121 -0.9612
C 2.4563 3.8328 1.6559
C -4.5905 -3.1586 -1.7071
H -1.9959 -1.0798 -5.8830
C 3.4781 -1.3943 -2.2359
C 2.4849 -0.6015 -4.6814
H 5.4014 -1.3793 -3.1683
C 1.9920 -5.3890 -1.5493
H -2.9445 0.6730 5.9441
H 3.9375 2.2816 -0.6800
H 3.2405 -1.0325 0.8969
C 0.3554 0.2578 5.4052
C -5.7016 -2.5062 -1.1858
C -1.6258 0.0353 -2.7083
Hf 0.2552 0.8473 0.8607
H 2.0385 2.5981 -2.2341
C -1.9499 -0.3797 -5.0588
C 3.2377 -0.2428 1.6495
H 2.6530 -3.0125 1.4200
C 0.3495 0.0581 4.0107
C 1.9208 3.4985 0.2645
H 4.9274 0.7249 0.8153
C 3.2834 1.5127 -0.2541
N 1.8568 -0.0245 2.0902
H -0.5308 3.6633 3.7622
H 1.1945 1.0810 -1.9367
C -4.2825 -0.7324 -0.4025
C -0.8903 0.0546 3.3182
H 3.5333 3.6904 1.7117
H 3.8504 -0.5893 2.4859
H 0.5712 -0.5880 -3.7551
C 2.9139 -4.9813 0.6297
P 1.2035 -1.4771 -0.7746
C -2.0628 1.8699 -4.2238
H -1.5636 -1.9122 -3.6164
N 0.4761 2.5559 2.3458
H -2.2168 2.9280 -4.3893
H -0.4512 -3.7992 0.0280
C -1.8034 1.3974 -2.9441
C -0.6025 3.0233 2.8803
C 3.8451 -0.8133 -4.5362
H -6.6856 -2.9417 -1.2944
C 1.5772 -4.0725 -1.6234
C 2.0977 -1.1889 -2.3741
H 2.3664 2.2739 3.1912
C 4.3417 -1.2033 -3.2994
C -5.5430 -1.3030 -0.5198
H 1.3023 0.2264 5.9316
H -1.8809 -2.8315 0.3492
H -0.3648 -2.4178 1.1305
H -6.4044 -0.8075 -0.0914
C -0.8062 0.5049 6.0925
H -5.4235 3.0235 0.7282
H 2.2858 4.9033 1.7762
H -1.7470 2.0941 -2.1165
H -3.4860 2.3398 -0.6278
H 1.7796 -6.0648 -2.3670
H 0.4033 2.6263 -1.5694
C 2.6781 -5.8430 -0.4276
C 1.7513 3.0889 2.8113
H -2.3281 1.3417 -6.2839
C 2.4840 -3.6614 0.5684
C 1.3475 2.0897 -1.5559
C 1.6152 -0.1324 3.3584
C -2.1343 0.9795 -5.2831
H 1.0495 -3.7193 -2.5001
H 4.5154 -0.6952 -5.3766
C -2.0630 0.2513 4.0489
H 3.8879 -1.7487 -1.2953
H 3.0261 -6.8659 -0.3815
H -2.4710 -3.1187 -1.9836
O -1.0317 2.1649 0.2217
H 3.2697 0.6902 -0.9667
H 2.4456 -0.3609 4.0315
C -2.0228 0.4927 5.4063
C -2.0822 2.4847 0.9776
C -3.1753 -1.3610 -0.9599
H -3.0022 0.2204 3.5110
C -4.4432 2.9693 1.1837
C -3.3332 -2.5931 -1.5967
C 1.6189 -0.7692 -3.6074
H -4.1589 0.2012 0.1304
H 3.4243 -5.3405 1.5136
C -4.2858 3.3140 2.5289
C 1.8275 -3.1987 -0.5636
C -1.9170 2.8597 2.3331
H -5.1373 3.6243 3.1176
C 3.8969 1.0000 1.0500
H 2.0839 -0.3045 -5.6421
H -0.7833 0.6930 7.1567
H 3.9561 1.7786 1.8052
C -0.8068 -2.7867 0.1991
H 0.8923 3.8515 0.2086
C -1.7080 -0.8531 -3.7808
C -3.0317 3.2757 3.0830
N -0.4843 -1.9299 -0.9903
H -2.8845 3.5545 4.1201
C -3.3640 2.5706 0.4230
H 2.5114 4.0660 -0.4623
N 1.9010 2.0658 -0.1719
```


3.
Here is a cluster of 2 separate species, C3H6NO in total in a non-equilibrium geometry from the Open Molecules 2025 dataset. Energies are from ωB97M-V/def2-TZVPD.

Calculated values
- Charge: +1
- ΔE to the lowest compared entry with this formula, charge and spin: 194.46 kcal per mole
- E_HOMO (spin up / spin down): -12.48 / -12.66 eV

```
11
C3H6NO, DFT ωB97M-V/def2-TZVPD
H 3.3058 -0.0180 0.7085
H 3.0978 0.1152 -0.8833
H -2.9379 -0.1313 -0.9036
C -2.6012 -0.1647 0.0549
C 1.6143 -0.8605 0.1437
H 2.3612 1.1120 -0.0120
H -2.9997 0.6274 0.5897
N 2.6684 0.1382 -0.0429
H -3.0996 -0.9936 0.3999
O -1.1800 -0.2844 -0.0668
C -0.2292 0.4597 0.0119
```


4.
Here is the ion C3H6N with charge +1 in a non-equilibrium geometry from the Open Molecules 2025 dataset. Energies are from ωB97M-V/def2-TZVPD.

Calculated values
- Charge: +1
- ΔE to the lowest compared entry with this formula, charge and spin: 27.72 kcal per mole
- E_HOMO: -15.46 eV

```
10
C3H6N, DFT ωB97M-V/def2-TZVPD
H 1.7309 0.7753 -0.9780
N -0.2499 0.7909 -0.2041
C 0.9952 0.1449 -0.2916
H 0.1533 -1.5280 0.7888
H -0.2606 1.7981 -0.4613
C -1.3540 0.4389 0.2840
H 1.9689 -1.7179 -0.0261
H -2.2603 0.9814 0.1970
C 1.0105 -1.0931 0.2408
H -1.7338 -0.5905 0.4507
```


Number 1: E -26863.397 eV. Number 2: E -78412.180 eV. Number 3: E -6729.545 eV. Number 4: E -4688.915 eV.